Record 1
This record from the OMol25 dataset describes a molecular structure, C31H44AsBN7O3OsS5. The level of theory is ωB97M-V with the def2-TZVPD basis set.

Values from the calculation:
**Kohn-Sham gap**: 5.2 eV
**HOMO energy**: -3.52 eV
**LUMO energy**: 1.664 eV

The geometry in ORCA input format:
```
! RIJCOSX wB97M-V def2-TZVPD def2/J DEFGRID3
* xyz -1 1
Os 0.17 -0.18 -0.22
C -4.63 -1.33 2.03
C -3.23 -1.67 1.62
C -2.53 -2.83 1.86
C -1.27 -2.67 1.25
N -1.21 -1.44 0.69
N -2.43 -0.86 0.93
B -2.69 0.58 0.54
N -2.45 0.81 -0.95
N -1.20 0.74 -1.48
C -1.25 1.26 -2.70
C -2.58 1.64 -2.98
C -3.30 1.35 -1.85
C -4.76 1.57 -1.59
C -0.09 1.46 -3.66
C -0.19 2.90 -4.19
C 1.27 1.29 -3.00
C -0.21 0.48 -4.83
N -1.76 1.46 1.41
N -0.43 1.53 1.14
C 0.06 2.50 1.91
C -0.96 3.02 2.73
C -2.10 2.33 2.38
C -3.48 2.49 2.90
C 1.48 3.04 1.90
C 2.20 2.56 3.17
C 2.25 2.60 0.67
C 1.43 4.57 1.92
C -0.35 -3.89 1.16
C 1.14 -3.63 1.02
C -0.83 -4.71 -0.06
C -0.54 -4.74 2.42
H -5.09 -2.20 2.49
H -5.23 -1.02 1.18
H -4.65 -0.52 2.76
H -2.89 -3.69 2.38
H -3.83 0.89 0.77
H -2.95 2.07 -3.89
H -5.23 1.92 -2.51
H -4.92 2.32 -0.82
H -5.25 0.65 -1.28
H -0.13 3.63 -3.37
H -1.11 3.08 -4.74
H 0.65 3.09 -4.87
H 1.30 1.78 -2.02
H 2.05 1.73 -3.62
H 1.50 0.23 -2.87
H -1.16 0.62 -5.36
H -0.15 -0.55 -4.47
H 0.60 0.64 -5.54
H -0.88 3.80 3.46
H -3.50 3.30 3.63
H -3.83 1.59 3.40
H -4.19 2.73 2.11
H 2.21 1.47 3.21
H 1.69 2.91 4.07
H 3.23 2.91 3.19
H 2.12 1.54 0.50
H 3.31 2.80 0.78
H 1.89 3.12 -0.22
H 1.02 4.96 2.86
H 0.81 4.95 1.10
H 2.44 4.98 1.80
H 1.34 -2.90 0.25
H 1.64 -4.56 0.75
H 1.56 -3.28 1.97
H -0.65 -4.15 -0.97
H -1.90 -4.93 0.02
H -0.28 -5.65 -0.11
H -0.35 -4.15 3.33
H 0.16 -5.57 2.40
H -1.55 -5.16 2.50
S 1.96 -3.39 -4.42
As 2.05 -3.13 -2.33
S 3.32 0.10 -1.00
S 0.27 -1.80 -1.94
S 3.87 -1.41 -2.19
O 5.32 1.42 1.33
S 5.17 0.00 1.37
O 6.23 -0.84 0.91
N 3.70 -0.44 0.65
C 2.70 -0.68 1.56
O 1.51 -0.78 1.33
C 3.27 -0.80 2.94
C 2.59 -1.14 4.09
C 3.30 -1.17 5.28
C 4.66 -0.86 5.31
C 5.34 -0.51 4.15
C 4.61 -0.50 2.97
H 1.53 -1.37 4.04
H 2.79 -1.42 6.20
H 5.19 -0.88 6.25
H 6.40 -0.27 4.16
*
```

=====

Record 2
This record from the OMol25 dataset describes a molecular structure, C7H9ClO in a non-equilibrium geometry. The level of theory is ωB97M-V with the def2-TZVPD basis set.

Values from the calculation:
**Kohn-Sham gap**: 9.6 eV
**HOMO energy**: -9.34 eV
**LUMO energy**: 0.219 eV

The geometry in ORCA input format:
```
! RIJCOSX wB97M-V def2-TZVPD def2/J DEFGRID3
* xyz 0 1
C 1.20 -1.56 0.25
C 1.05 -1.03 -0.97
C 0.79 -0.69 1.33
C 0.27 0.21 -1.08
C 0.36 0.71 0.78
C -1.13 -0.20 -1.45
C -0.87 1.33 1.28
O 0.83 -0.97 2.52
Cl 1.70 1.85 0.81
H 1.64 -2.46 0.53
H 1.35 -1.68 -1.92
H 0.73 0.93 -1.77
H -1.61 0.73 -1.82
H -1.61 -0.71 -0.61
H -1.27 -0.92 -2.22
H -0.66 1.88 2.19
H -1.60 0.52 1.69
H -1.17 2.08 0.46
*
```

=====

Record 3
This record from the OMol25 dataset describes a molecular structure, C23H15N7O4OsS2. The level of theory is ωB97M-V with the def2-TZVPD basis set.

Values from the calculation:
**Kohn-Sham gap**: 6.1 eV
**HOMO energy**: -8.01 eV
**LUMO energy**: -1.946 eV

The geometry in ORCA input format:
```
! RIJCOSX wB97M-V def2-TZVPD def2/J DEFGRID3
* xyz 0 1
Os 0.10 0.20 0.08
O 1.92 -1.49 -3.10
C 1.17 -1.07 -2.26
N 1.49 -0.44 -1.06
C 2.81 -0.16 -0.61
C 3.98 -0.46 -1.30
C 5.20 -0.14 -0.74
C 5.26 0.47 0.51
C 4.11 0.78 1.21
C 2.87 0.47 0.66
N 1.63 0.71 1.26
C 1.41 1.23 2.49
O 2.23 1.60 3.31
C -0.07 1.31 2.80
C -0.48 1.76 4.04
C -1.84 1.82 4.31
C -2.74 1.43 3.33
C -2.25 0.99 2.11
N -0.95 0.93 1.85
C -0.33 -1.21 -2.41
C -0.86 -1.89 -3.48
C -2.23 -2.01 -3.59
C -3.03 -1.43 -2.61
C -2.42 -0.77 -1.56
N -1.10 -0.65 -1.46
H 3.92 -0.93 -2.27
H 6.11 -0.37 -1.28
H 6.23 0.71 0.94
H 4.15 1.25 2.18
H 0.27 2.04 4.75
H -2.19 2.17 5.27
H -3.81 1.46 3.50
H -2.91 0.67 1.32
H -0.18 -2.32 -4.21
H -2.68 -2.54 -4.42
H -4.11 -1.51 -2.64
H -3.00 -0.31 -0.77
O -0.49 -1.55 0.95
N 0.23 -1.97 1.97
C -0.21 -3.07 2.50
C 0.51 -3.62 3.61
N 1.05 -4.09 4.50
C -1.39 -3.73 2.01
N -2.34 -4.25 1.61
C -2.84 2.70 -3.44
O -2.11 2.66 -2.21
C -0.84 2.26 -2.25
S -0.02 1.85 -3.59
S -0.11 2.33 -0.63
H -3.87 2.93 -3.15
H -2.78 1.74 -3.95
H -2.44 3.48 -4.09
*
```

=====

Record 4
This record from the OMol25 dataset describes 2 unconnected molecules or ions with the total composition C3H12N2O2 in a non-equilibrium geometry. The level of theory is ωB97M-V with the def2-TZVPD basis set.

Values from the calculation:
**Kohn-Sham gap**: 10.2 eV
**HOMO energy**: -9.43 eV
**LUMO energy**: 0.810 eV
**Structure (SMILES)**: NC[C@@H](N)CO.O

The geometry in ORCA input format:
```
! RIJCOSX wB97M-V def2-TZVPD def2/J DEFGRID3
* xyz 0 1
N -0.14 0.66 2.62
C -0.99 0.02 1.64
C -0.41 0.07 0.27
N -1.31 -0.25 -0.90
C 0.39 1.30 -0.21
O 1.13 0.97 -1.40
H 0.80 0.30 2.82
H 0.17 1.64 2.57
H -2.06 0.59 1.57
H -1.25 -1.01 1.98
H 0.32 -0.73 0.09
H -2.04 0.39 -0.93
H -1.72 -1.21 -0.75
H -0.30 2.14 -0.35
H 0.93 1.65 0.63
H 0.47 0.35 -1.74
O 1.13 -2.39 -1.76
H 0.89 -1.48 -1.69
H 1.86 -2.47 -1.13
*
```